[1]
Here is C25H48BrCl2FNO22P2 as an isolated structure in a non-equilibrium geometry from OMol25. Energies are from the ωB97M-V functional and the def2-TZVPD basis.

Structure (ORCA input):
```
! wB97M-V def2-TZVPD RIJCOSX def2/J DEFGRID3
* xyz 1 1
C -6.2628 0.1853 -0.1134
C -5.8918 -0.3789 -1.4905
C -4.5692 0.1768 -2.0250
F -4.1350 1.1466 -1.1336
C -4.6193 0.8435 -3.3780
Cl -5.7852 2.1270 -3.6182
C -3.1106 1.0417 -3.6955
Br -2.7255 0.7709 -5.5848
P -2.1583 2.6426 -3.2334
O -1.0183 1.9887 -2.2635
Cl -3.2864 3.8170 -1.9831
C -2.6277 -0.2134 -3.0679
N -3.4016 -0.6966 -2.1722
C -3.0614 -1.8913 -1.4244
P -1.5404 -1.4787 -0.4005
O -1.5054 -0.0449 -0.1470
O -1.6142 -2.2801 0.9545
O -0.2316 -1.9000 -1.1823
H -6.3816 1.2593 -0.1283
H -5.4614 -0.0984 0.5612
H -7.1915 -0.2410 0.2485
H -5.8955 -1.4663 -1.4869
H -6.6503 -0.0574 -2.1976
H -4.9111 0.1127 -4.1303
H -1.2640 2.1422 -1.3326
H -1.6980 -0.7042 -3.3050
H -2.7860 -2.7197 -2.0664
H -3.8171 -2.1841 -0.7076
H -2.1870 -1.7339 1.5218
H 0.0952 -1.0597 -1.5522
C -10.2443 -4.0741 -0.5222
O -10.6834 -3.4824 -1.7473
C -10.2943 -2.2242 -1.9249
O -9.6237 -1.5746 -1.1611
O -10.7742 -1.8037 -3.0936
C -10.4361 -0.4559 -3.4240
H -10.6287 -5.0893 -0.5078
H -9.1569 -4.1052 -0.4782
H -10.6433 -3.5309 0.3320
H -9.3558 -0.3387 -3.5037
H -10.8399 0.2346 -2.6862
H -10.8867 -0.2460 -4.3895
C 1.6880 3.1042 -2.8012
O 2.5851 2.0428 -2.4778
C 3.5190 2.3720 -1.5756
O 3.6363 3.4473 -1.0522
O 4.2820 1.3049 -1.3648
C 5.3354 1.5119 -0.4131
H 0.9882 2.7163 -3.5327
H 1.1377 3.4227 -1.9195
H 2.2235 3.9446 -3.2399
H 4.9274 1.7689 0.5626
H 6.0166 2.2863 -0.7582
H 5.8815 0.5767 -0.3301
C 5.0504 5.3833 2.6569
O 5.4297 5.1501 4.0154
C 5.8249 3.9020 4.2664
O 5.8777 3.0067 3.4630
O 6.1494 3.8196 5.5540
C 6.5967 2.5254 5.9698
H 4.7533 6.4257 2.5878
H 5.8900 5.2082 1.9871
H 4.2073 4.7540 2.3778
H 7.4966 2.2372 5.4303
H 5.8141 1.7832 5.8258
H 6.8281 2.5901 7.0288
C 5.7771 1.8216 10.6982
O 6.7444 0.9380 11.2666
C 7.4661 0.2640 10.3721
O 7.3623 0.3444 9.1751
O 8.3215 -0.5136 11.0318
C 9.1689 -1.3018 10.1933
H 5.2648 2.3021 11.5264
H 6.2618 2.5837 10.0906
H 5.0518 1.2678 10.1046
H 9.7881 -0.6647 9.5647
H 8.5793 -1.9809 9.5803
H 9.8095 -1.8823 10.8504
C -9.3584 -2.1000 -7.0046
O -8.1940 -2.4294 -7.7694
C -7.0443 -2.2001 -7.1531
O -6.9093 -1.7513 -6.0387
O -6.0505 -2.5489 -7.9730
C -4.7604 -2.3466 -7.4094
H -10.2180 -2.3357 -7.6240
H -9.4023 -2.6955 -6.0946
H -9.3726 -1.0381 -6.7659
H -4.6349 -2.9513 -6.5116
H -4.6099 -1.2922 -7.1826
H -4.0251 -2.6575 -8.1459
C 11.5492 -1.3267 0.2388
O 10.1780 -1.0389 -0.0474
C 9.3425 -2.0417 0.2156
O 9.6438 -3.1191 0.6546
O 8.1060 -1.6422 -0.0942
C 7.1000 -2.6275 0.1394
H 12.1172 -0.4372 -0.0170
H 11.6838 -1.5429 1.2967
H 11.9013 -2.1600 -0.3660
H 7.0600 -2.8953 1.1937
H 7.2760 -3.5119 -0.4700
H 6.1477 -2.1876 -0.1455
*
```

Output
Highest occupied orbital energy, eV: -11.979
Energy, eV: -189617.541
Frontier orbital gap, eV: 7.19
E_LUMO, eV: -4.793

***

[2]
Here is the molecule C5H9NO in a non-equilibrium geometry from OMol25. Energies are from the ωB97M-V functional and the def2-TZVPD basis.

Structure (ORCA input):
```
! wB97M-V def2-TZVPD RIJCOSX def2/J DEFGRID3
* xyz 0 1
C 1.1885 0.1616 1.1128
C -0.1741 0.6892 0.6569
O -0.0043 1.8971 -0.0479
C -0.8809 -0.2429 -0.3604
C -0.0513 -0.5330 -1.6209
C -1.3043 -1.4978 0.2852
N -1.6232 -2.4854 0.7976
H 1.2022 -0.9075 1.3545
H 1.5453 0.7074 1.9946
H 1.8512 0.3677 0.2818
H -0.8613 0.8178 1.5100
H 0.4509 2.5369 0.5111
H -1.7924 0.2868 -0.6628
H -0.6527 -1.0639 -2.3656
H 0.8251 -1.1493 -1.3974
H 0.2813 0.4154 -2.0495
*
```

Output
ΔE to the lowest compared entry with this formula, charge and spin, kJ/mol: 94.44
Highest occupied orbital energy, eV: -10.940
Energy, eV: -8868.234
Frontier orbital gap, eV: 11.61
E_LUMO, eV: 0.666
SMILES: C[C@@H](O)[C@@H](C)C#N

***

[3]
Here is C14H30AlBr2N6S as an isolated structure from OMol25. Energies are from the ωB97M-V functional and the def2-TZVPD basis.

Structure (ORCA input):
```
! wB97M-V def2-TZVPD RIJCOSX def2/J DEFGRID3
* xyz 3 1
Al -0.1034 -0.1616 -0.9016
C -1.7049 -4.8908 -2.6625
C -1.9338 -4.0739 -1.4564
N -2.5358 -4.4565 -0.3797
N -2.5371 -3.3979 0.4674
C -1.9437 -2.3440 -0.0580
S -1.7350 -0.7678 0.5657
N -1.5427 -2.7391 -1.2840
N -0.8462 -1.8558 -2.1125
H -1.9751 -5.9183 -2.4286
H -0.6657 -4.8618 -2.9926
H -2.3430 -4.5611 -3.4856
H -2.9508 -3.4958 1.3868
H -0.0085 -2.3198 -2.4644
H -1.4254 -1.6212 -2.9174
Br 1.5494 -1.0985 2.3605
C 1.1672 0.6646 3.0272
Br 0.3750 1.7515 1.6342
H 2.0875 1.1507 3.3272
H 0.4537 0.6054 3.8397
C 3.8593 -1.3287 -2.1195
C 2.6377 -1.2850 -1.2043
C 1.8908 -2.6193 -1.2108
C 1.7097 -0.1239 -1.6300
H 4.5702 -2.0799 -1.7764
H 4.3730 -0.3677 -2.1360
H 3.5790 -1.5802 -3.1450
H 2.9808 -1.0978 -0.1850
H 1.6295 -2.9105 -2.2340
H 0.9752 -2.5337 -0.5985
H 2.4987 -3.4150 -0.7832
H 1.6414 -0.1276 -2.7280
H 2.1850 0.8259 -1.3643
C -1.7286 2.7082 -3.8646
C -1.4450 1.3931 -3.1109
N -1.0370 1.6860 -1.7097
C 0.0018 2.7579 -1.7586
C -0.6320 4.0961 -2.1883
N -1.9395 3.7804 -2.8432
C -2.9137 3.3101 -1.8104
C -2.2255 2.2070 -0.9804
H -2.6033 2.6258 -4.5068
H -0.8812 2.9939 -4.4863
H -0.6420 0.8503 -3.6124
H -2.3267 0.7515 -3.0821
H 0.7770 2.4426 -2.4561
H 0.4584 2.8694 -0.7780
H 0.0072 4.6262 -2.8923
H -0.8144 4.7529 -1.3390
H -2.3072 4.6163 -3.3043
H -3.8063 2.9525 -2.3218
H -3.2041 4.1421 -1.1714
H -2.9238 1.3944 -0.7923
H -1.8884 2.5845 -0.0153
*
```

Output
Highest occupied orbital energy, eV: -18.203
Energy, eV: -181437.992
Frontier orbital gap, eV: 9.93
E_LUMO, eV: -8.275

***

[4]
Here is a 4-piece molecular cluster, C2H10O4 overall in a non-equilibrium geometry from OMol25. Energies are from the ωB97M-V functional and the def2-TZVPD basis.

Structure (ORCA input):
```
! wB97M-V def2-TZVPD RIJCOSX def2/J DEFGRID3
* xyz 0 1
C 1.4715 -1.5499 2.1878
C 0.9363 -0.3245 2.2453
O -0.1502 -0.0019 3.0204
H 2.4865 -1.6147 1.8043
H 0.9357 -2.4957 2.2322
H 1.3886 0.5174 1.7447
H -0.5930 -0.8348 3.2142
O -1.8728 -0.3326 0.2455
H -1.7980 -0.8632 1.0562
H -1.6153 0.5269 0.5983
O -0.7167 2.2194 -2.9282
H -0.3499 1.7411 -3.6606
H -0.0146 2.6571 -2.4251
O 0.7528 -0.4323 -3.5104
H -0.1035 -0.7194 -3.2217
H 0.9912 0.3069 -2.9411
*
```

Output
ΔE to the lowest compared entry with this formula, charge and spin, kJ/mol: 144.74
Highest occupied orbital energy, eV: -9.367
Energy, eV: -10424.693
Frontier orbital gap, eV: 9.77
E_LUMO, eV: 0.406
SMILES: C=CO.O.O.O

***

[5]
Here is C16H31F3O3P2PtS as an isolated structure in a non-equilibrium geometry from OMol25. Energies are from the ωB97M-V functional and the def2-TZVPD basis.

Structure (ORCA input):
```
! wB97M-V def2-TZVPD RIJCOSX def2/J DEFGRID3
* xyz 0 3
P -4.6638 2.0427 -1.6409
P -4.6948 -1.8922 -2.7961
C -5.4291 0.9353 -2.9266
C -5.8707 -0.4990 -2.5667
H -4.7477 0.9359 -3.7960
H -6.3302 1.4885 -3.2199
H -6.2840 -0.5890 -1.5434
H -6.6984 -0.7625 -3.2494
C -4.7753 -2.4624 -4.5477
H -3.8599 -3.0326 -4.7780
H -4.8098 -1.6162 -5.2476
H -5.6335 -3.1185 -4.7483
C -5.3038 -3.3180 -1.8576
H -6.0804 -3.8382 -2.4356
H -5.7355 -2.9850 -0.9020
H -4.4834 -4.0217 -1.6516
C -4.7269 3.6709 -2.4393
H -4.1663 4.4207 -1.8691
H -5.7640 4.0210 -2.5085
H -4.3160 3.6334 -3.4557
C -5.8470 2.0314 -0.2923
H -6.1909 1.0143 -0.0692
H -6.7301 2.6270 -0.5665
H -5.4144 2.4728 0.6156
Pt -1.3955 -0.1983 1.8317
C -2.8862 -1.8337 -2.7140
C -1.9186 -1.2489 -3.6288
C -2.0986 -0.0888 -4.4384
C -1.3214 1.1655 -3.8587
C -2.0406 1.9261 -2.8570
C -2.8999 1.5296 -1.7700
C -2.9403 0.1497 -0.8792
C -2.4433 -1.1913 -1.3157
C -0.3913 1.4912 1.7248
H -2.6311 -2.9129 -2.6377
H -0.8881 -1.5193 -3.4025
H -3.1445 0.1640 -4.5623
H -1.6662 -0.3350 -5.4123
H -0.3335 0.8427 -3.4851
H -1.1006 1.8315 -4.7114
H -1.7536 2.9840 -2.8289
H -2.6397 2.2861 -0.9832
H -3.9644 0.0087 -0.5019
H -2.3785 0.3494 0.0850
H -1.3605 -1.1164 -1.3446
H -2.6885 -1.9208 -0.5209
H 0.6558 1.2185 1.9440
H -0.8537 2.1108 2.5122
H -0.5394 1.8877 0.7085
F 2.6540 -1.6726 -1.7619
C 1.7151 -2.2066 -0.9558
F 0.7827 -2.7900 -1.7483
F 2.2701 -3.1255 -0.1502
S 0.9161 -0.8267 0.0478
O 2.0058 -0.2175 0.7695
O 0.2928 -0.0119 -0.9899
O -0.0912 -1.5855 0.8929
*
```

Output
ΔE to the lowest compared entry with this formula, charge and spin, kJ/mol: 0.00
Highest occupied orbital energy (spin up / spin down), eV: -5.108 / -5.165
Energy, eV: -64039.513
Frontier orbital gap (spin up / spin down), eV: 4.64 / 4.68
E_LUMO (spin up / spin down), eV: -0.468 / -0.482

***

[6]
Here is C27H18ClN8OS3V as an isolated structure in a non-equilibrium geometry from OMol25. Energies are from the ωB97M-V functional and the def2-TZVPD basis.

Structure (ORCA input):
```
! wB97M-V def2-TZVPD RIJCOSX def2/J DEFGRID3
* xyz 0 3
V 0.7580 -0.2496 -0.5114
Cl 2.2686 -5.4754 4.1827
C 2.0829 -4.0386 3.2287
C 2.2273 -2.7886 3.8351
C 2.0841 -1.6360 3.0981
C 1.7656 -1.6921 1.7318
O 1.6093 -0.5767 1.0665
C 1.6668 -2.9705 1.1119
C 1.6288 -3.0976 -0.3176
N 1.5338 -2.0643 -1.0820
C 1.7544 -2.0318 -2.4616
C 1.6647 -3.0519 -3.3763
C 1.9389 -2.8094 -4.7360
C 2.3341 -1.5732 -5.1698
C 2.4539 -0.5031 -4.2500
C 2.9107 0.7889 -4.5934
C 3.0342 1.7450 -3.6201
C 2.6275 1.4395 -2.3156
N 2.1673 0.2559 -1.9684
C 2.1212 -0.7305 -2.9067
C 1.8219 -4.1344 1.8835
H 2.4487 -2.7365 4.8921
H 2.1813 -0.6637 3.5599
H 1.7840 -4.0922 -0.7345
H 1.3710 -4.0443 -3.0630
H 1.8413 -3.6245 -5.4385
H 2.5600 -1.3975 -6.2128
H 3.1640 1.0069 -5.6212
H 3.3921 2.7382 -3.8430
H 2.6373 2.1995 -1.5432
H 1.7458 -5.1058 1.4145
S -1.1930 -1.3579 -1.2256
C -2.4154 -0.1174 -1.0845
C -3.7437 -0.4728 -0.8953
C -4.7284 0.4968 -0.7647
C -6.0782 0.0975 -0.5406
N -7.1591 -0.2406 -0.3530
C -4.3811 1.8539 -0.8378
C -3.0537 2.2113 -1.0360
C -2.0644 1.2426 -1.1452
S -0.3914 1.6957 -1.3883
C -5.3631 2.8782 -0.7042
N -6.1298 3.7270 -0.6022
H -4.0134 -1.5170 -0.8277
H -2.7899 3.2580 -1.0982
C -0.5174 4.4358 3.9591
C -0.9841 3.0334 3.8978
N -1.6814 2.4278 4.8051
N -1.8945 1.1823 4.2967
C -1.3343 0.9828 3.0863
S -1.4663 -0.3277 2.0850
N -0.7312 2.1942 2.8413
N 0.0133 2.4530 1.7038
H -0.8515 4.8698 4.8962
H -0.9275 5.0146 3.1310
H 0.5699 4.4984 3.9134
H -2.4607 0.5131 4.7877
H -0.5736 2.7876 0.9381
H 0.7643 3.0942 1.9223
*
```

Output
ΔE to the lowest compared entry with this formula, charge and spin, kJ/mol: 102.23
Highest occupied orbital energy (spin up / spin down), eV: -7.377 / -7.617
Energy, eV: -112977.344
Frontier orbital gap (spin up / spin down), eV: 5.92 / 6.21
E_LUMO (spin up / spin down), eV: -1.459 / -1.409